1.
16
Properties=species:S:1:pos:R:3:forces:R:3 method="wB97M-V/def2-TZVPD" gap_ev=9.151 relative_energy_kcal_mol=66.8 e_homo_ev=-8.2 max_force_ha_per_bohr=0.075 charge=0
C 0.6152 -0.0383 -1.3807 -0.1 -0.2 -0.3
C 0.6119 0.6995 1.0079 -0.4 0.6 -0.5
C 0.8444 1.0998 -0.5108 -0.7 1.0 -1.1
C -0.1303 -1.0956 -1.0391 0.2 0.1 -0.1
C -0.8878 -1.2023 0.2686 0.1 -0.1 0.0
C -0.7631 0.0495 1.1563 -0.1 0.1 -0.1
H -0.9833 -0.2171 2.1989 0.1 0.1 -0.2
H -1.4935 0.8064 0.8511 -0.1 -0.2 0.0
H -0.5559 -2.0943 0.8149 0.0 0.1 0.0
H 0.8208 0.2862 -2.4021 0.5 -1.3 -0.3
H -1.9570 -1.3707 0.0553 0.3 0.0 0.0
H 0.7468 1.5359 1.7026 -0.2 0.1 -0.3
H 1.3795 -0.0514 1.3373 -0.3 0.6 -0.9
H 0.2693 1.8324 -1.6927 -0.1 -0.4 3.8
H -0.2465 -1.9105 -1.7481 -0.2 0.2 -0.1
H 1.6911 1.7504 -0.6434 0.9 -0.6 0.0

---

2.
16
Properties=species:S:1:pos:R:3:forces:R:3 method="wB97M-V/def2-TZVPD" gap_ev=8.652 relative_energy_kcal_mol=133.0 e_homo_ev=-9.1 max_force_ha_per_bohr=0.006 charge=0
C -0.4430 0.6905 2.2990 -0.1 -0.1 -0.2
C -0.3700 -0.1940 -0.8929 -0.3 0.0 -0.1
C -1.6577 -0.1601 -1.2037 0.2 0.0 0.0
C 0.7067 0.8687 -0.7612 0.0 0.2 -0.1
C 0.5086 -1.2071 -0.1822 -0.1 -0.2 0.0
C 1.2928 0.0021 0.3785 0.1 0.0 0.0
H 0.9408 0.3411 1.3940 -0.1 0.0 0.1
H -2.2946 -1.0324 -1.0776 0.1 0.1 0.0
H 1.1314 -1.7713 -0.8881 -0.1 0.1 0.1
H 2.3800 -0.0837 0.4711 -0.2 0.1 0.0
H 0.0411 -1.9096 0.5133 0.1 0.1 -0.1
H -0.9912 1.2592 1.5136 0.2 -0.1 0.1
H 0.4062 1.8959 -0.5367 0.0 -0.2 0.0
H -2.1276 0.7466 -1.5771 0.1 -0.1 0.0
H -0.8989 -0.3202 2.1807 0.2 0.2 0.0
H 1.3755 0.8741 -1.6307 -0.1 0.0 0.1

---

3.
16
Properties=species:S:1:pos:R:3:forces:R:3 method="wB97M-V/def2-TZVPD" gap_ev=10.421 relative_energy_kcal_mol=30.5 e_homo_ev=-9.3 max_force_ha_per_bohr=0.010 charge=0
C -1.6313 -0.1827 -0.2791 0.0 -0.1 0.0
C 0.8273 0.2524 -0.4475 0.4 -0.3 0.2
C 1.8850 -0.1851 -0.0681 -0.4 0.1 -0.2
C 3.1489 -0.8362 0.2834 0.1 0.0 0.0
C -2.2280 0.6171 0.8742 0.0 0.0 0.1
C -0.4946 0.5657 -1.0013 0.0 0.1 -0.1
H -0.4703 0.2742 -2.0569 0.0 0.0 0.1
H -2.7204 1.5236 0.5019 0.1 -0.1 0.1
H -2.4141 -0.4206 -1.0101 0.1 0.1 0.2
H 3.7962 -0.9025 -0.5986 -0.1 0.0 0.2
H 2.9564 -1.8585 0.6295 0.1 0.2 0.0
H -1.4572 0.9239 1.5911 -0.1 -0.1 -0.1
H -1.2356 -1.1361 0.0895 -0.1 0.1 -0.1
H 3.6983 -0.3080 1.0687 -0.1 0.0 -0.1
H -0.6869 1.6455 -0.9930 0.0 -0.1 0.1
H -2.9736 0.0274 1.4163 0.1 0.1 -0.1

---

4.
16
Properties=species:S:1:pos:R:3:forces:R:3 method="wB97M-V/def2-TZVPD" gap_ev=9.952 relative_energy_kcal_mol=53.7 e_homo_ev=-8.8 max_force_ha_per_bohr=0.017 charge=0
C -1.3337 -0.6609 -0.5639 -0.1 -0.3 -0.1
C 0.1207 -0.3904 -0.3646 0.1 0.0 -0.1
C 0.5892 -0.1710 -1.7443 0.2 -0.3 -0.4
C -0.6852 0.4589 -1.3029 -0.1 0.1 -0.3
C 0.1741 0.6672 1.7792 0.0 0.0 0.4
C 0.9095 -0.3211 0.8914 -0.1 0.2 -0.1
H 1.9428 -0.0294 0.6630 -0.3 0.2 0.0
H -1.9875 -0.3349 0.2581 0.2 -0.2 -0.3
H -0.6006 0.1395 2.3399 0.0 0.2 0.1
H 1.4113 0.5565 -1.7735 0.0 -0.4 -0.3
H -0.3229 1.4020 1.1128 0.4 -0.1 0.7
H 1.0031 -1.3262 1.3401 -0.2 0.4 -0.1
H -1.6681 -1.5738 -1.0526 0.0 0.0 -0.2
H -1.0595 1.4347 -1.5967 0.3 0.1 0.8
H 0.6394 -0.9766 -2.4675 -0.1 -0.1 -0.3
H 0.8676 1.1257 2.4817 -0.3 0.3 0.1

---

5.
16
Properties=species:S:1:pos:R:3:forces:R:3 method="wB97M-V/def2-TZVPD" gap_ev=10.799 relative_energy_kcal_mol=25.3 e_homo_ev=-9.5 max_force_ha_per_bohr=0.006 charge=0
C 0.2198 0.5865 -1.0148 0.1 0.1 -0.1
C -0.1780 -0.9005 -0.9671 0.0 0.0 0.1
C 0.2449 -1.8558 1.2994 0.1 0.0 -0.2
C -0.8312 2.2411 0.4774 0.1 0.0 0.0
C 0.6641 -1.5838 0.0677 0.0 0.0 0.2
C 0.1071 1.3169 0.2982 -0.2 0.1 -0.1
H -0.0503 -1.3554 -1.9597 0.0 0.1 0.2
H -1.5739 2.4091 -0.3031 0.2 0.1 0.1
H 1.2548 0.6685 -1.3760 -0.1 0.0 0.0
H 0.9334 -2.2031 2.0633 -0.1 -0.1 -0.1
H 0.8282 1.0900 1.0865 -0.2 0.1 -0.2
H -0.4146 1.1220 -1.7261 0.1 -0.1 -0.1
H -0.7955 -1.7000 1.5841 0.2 0.0 0.0
H 1.7156 -1.7305 -0.1865 -0.1 0.0 0.0
H -0.8847 2.8726 1.3584 -0.1 -0.2 0.0
H -1.2397 -0.9777 -0.7019 0.2 0.0 0.0

---

6.
16
Properties=species:S:1:pos:R:3:forces:R:3 method="wB97M-V/def2-TZVPD" gap_ev=10.386 relative_energy_kcal_mol=29.4 e_homo_ev=-9.3 max_force_ha_per_bohr=0.011 charge=0
C -0.6120 -1.5277 -0.7950 -0.1 -0.1 -0.1
C -0.9975 1.8376 2.1809 -0.1 0.0 0.0
C 1.3500 -0.1598 -1.6304 0.0 0.0 -0.1
C 0.7023 -0.8306 -0.4142 0.0 0.0 0.0
C -0.1852 0.9357 1.3646 0.2 -0.3 -0.3
C 0.3603 0.1545 0.6248 -0.3 0.3 0.3
H 1.5021 -0.8916 -2.4316 0.0 0.1 0.1
H -0.8294 2.8856 1.9170 0.1 -0.1 0.1
H 1.3982 -1.5809 -0.0157 -0.1 0.2 0.0
H -1.0563 -2.0121 0.0796 0.1 0.0 -0.1
H 2.3179 0.2831 -1.3770 -0.1 -0.1 0.0
H 0.7030 0.6370 -2.0125 0.1 -0.1 0.1
H -2.0560 1.6167 1.9958 0.2 0.1 0.1
H -0.4580 -2.2789 -1.5764 0.0 0.1 0.1
H -0.8133 1.7136 3.2515 0.0 0.0 -0.1
H -1.3265 -0.7821 -1.1614 0.1 -0.1 0.0

---

7.
16
Properties=species:S:1:pos:R:3:forces:R:3 method="wB97M-V/def2-TZVPD" gap_ev=10.607 relative_energy_kcal_mol=45.5 e_homo_ev=-9.4 max_force_ha_per_bohr=0.063 charge=0
C 0.9233 0.9426 0.1005 2.2 -0.8 -0.2
C 0.0331 -0.1874 -0.3806 0.4 -0.2 -3.1
C 2.1595 1.2938 -0.4125 -3.0 -1.3 0.3
C 0.3378 -1.4803 0.3953 0.1 0.2 1.1
C -1.3929 0.2952 -0.5164 -0.1 0.1 2.2
C -2.4183 -0.1324 0.2448 -0.4 0.5 0.9
H -1.4695 1.2806 -1.0069 -0.3 -0.8 -0.3
H 0.0083 -1.3780 1.5028 0.6 -0.2 -1.7
H 2.6839 1.9991 0.1857 0.8 0.5 0.0
H -0.1773 -2.3841 -0.0565 0.8 1.1 0.5
H 0.6289 1.2104 1.1314 0.3 0.6 -0.6
H 0.3246 -0.3953 -1.4855 -0.1 0.2 1.5
H 2.5957 0.8742 -1.3628 -0.7 0.6 1.1
H -3.3411 0.5175 0.1971 0.9 -1.2 0.2
H -2.3732 -0.9305 1.1019 0.0 1.4 -2.2
H 1.4768 -1.5253 0.3617 -1.6 -0.6 0.2

---

8.
27
Properties=species:S:1:pos:R:3:forces:R:3 method="wB97M-V/def2-TZVPD" gap_ev="4.107 / 4.094" relative_energy_kcal_mol=86.8 e_homo_ev="-15.7 / -15.7" max_force_ha_per_bohr=0.089 charge=+2
Au 0.2562 -0.9877 -1.1216 0.1 2.4 -2.7
I 0.7027 4.1801 -1.6441 0.0 -0.1 0.0
O 0.9663 1.1270 -3.1255 -0.1 -0.9 0.9
O 0.0866 1.2683 0.1980 0.1 0.3 0.1
O 2.5277 -2.9334 1.4465 -1.3 -0.1 -0.3
O -2.1953 -2.2804 1.6870 -0.1 -0.1 0.0
O 1.9859 -1.7875 -0.4593 0.4 -1.3 1.4
N -1.6649 -0.3071 -1.3294 -0.5 0.3 -0.1
N 1.3777 0.3416 -2.4419 0.5 0.6 -0.6
N -0.6155 -2.3090 0.0348 1.4 -4.1 1.5
N 0.3252 2.7899 1.8400 0.0 0.1 0.1
C 0.6401 2.2921 0.6535 -0.1 -0.2 -0.1
C -2.3713 -0.5959 -0.0341 0.1 -0.1 -0.2
C 1.6839 3.0307 -0.1351 0.0 0.0 0.0
C 1.8779 -2.5400 0.5649 3.1 1.6 -0.9
C -1.7646 -1.7872 0.6991 -0.3 0.4 0.6
C 0.2008 -3.2845 0.5491 -3.8 0.7 0.0
H 0.7602 3.6253 2.1979 0.0 0.0 0.0
H -3.4308 -0.7784 -0.2074 0.0 0.0 0.1
H -0.3884 2.3549 2.4040 0.0 0.0 0.0
H 2.2721 3.7187 0.4639 0.0 0.0 0.0
H -1.6443 0.7026 -1.4810 -0.1 0.0 0.0
H -2.1440 -0.7481 -2.1145 0.0 0.1 0.0
H -2.2524 0.2749 0.6072 0.0 0.0 0.0
H -0.0706 -3.6439 1.5384 0.4 0.1 0.2
H 0.5315 -4.0494 -0.1587 0.3 0.2 -0.2
H 2.3473 2.3266 -0.6317 0.0 0.0 0.0

---

9.
26
Properties=species:S:1:pos:R:3:forces:R:3 method="wB97M-V/def2-TZVPD" gap_ev=10.329 relative_energy_kcal_mol=10.4 e_homo_ev=-10.1 max_force_ha_per_bohr=0.027 charge=0
Br -1.7801 -4.1506 3.3124 -0.4 0.1 -0.7
Br 0.4330 3.1214 3.9989 -0.7 0.0 -0.3
Br -1.4085 -1.4704 0.5422 -0.2 0.0 0.6
Br 0.6975 4.8073 0.9144 -0.2 -0.4 -0.1
Cl 4.6390 -1.7222 -5.9706 -0.4 0.4 0.1
Cl 1.9554 -1.6004 -1.8873 -0.4 0.0 0.5
Cl 3.6416 0.9201 -5.1059 0.0 -0.3 0.0
Cl 1.7588 -1.1547 -5.8981 0.0 0.0 -0.1
Cl 3.3183 0.6088 -0.6409 -0.4 -0.2 0.2
Cl 0.6673 0.9967 -1.7470 0.0 -0.2 0.2
C 3.3181 -0.8206 -5.1572 0.4 -0.1 -0.2
C -0.8802 3.0434 2.5438 0.1 0.2 -0.7
C -2.7587 -1.8412 1.9142 -0.8 -0.2 -0.1
C -0.1631 3.0559 1.1904 -0.1 0.6 1.1
C 1.7146 -0.1528 -0.8892 0.8 0.8 -0.8
C -3.0631 -3.3186 2.0406 0.4 -0.1 0.5
H -3.6477 -1.3091 1.5751 0.0 -0.1 -0.2
H -2.5557 -1.4507 2.9088 0.7 0.2 -0.3
H -1.5970 3.8658 2.5360 0.4 0.3 0.6
H 1.2747 -0.3434 0.0800 0.0 -0.4 0.0
H 3.2845 -1.1965 -4.1465 0.0 0.1 0.1
H -3.0547 -3.8510 1.0952 0.3 -0.1 0.0
H -1.5010 2.1569 2.6657 0.4 -0.3 0.0
H -4.0273 -3.4871 2.5127 0.0 0.2 0.0
H -0.9193 2.9473 0.4207 0.3 -0.2 -0.3
H 0.6539 2.3456 1.1916 -0.1 -0.2 -0.4

---

10.
21
Properties=species:S:1:pos:R:3:forces:R:3 method="wB97M-V/def2-TZVPD" gap_ev="6.054 / 6.138" e_homo_ev="-12.1 / -12.1" max_force_ha_per_bohr=0.158 charge=+1
Br -1.7325 2.2989 0.0066 0.3 1.1 0.1
Cl -4.2605 -1.9951 1.0370 0.1 1.2 0.0
N -4.2167 -1.4615 -1.4414 -1.5 7.5 -2.8
N 2.1311 1.2486 -0.2950 -0.3 2.3 -1.4
N 2.1561 -0.3461 1.1195 0.0 -0.5 2.7
C -3.9526 -0.7684 -0.2688 1.2 -0.6 1.0
C 1.4123 0.3903 0.3494 -3.9 -0.5 -0.3
C 3.5383 1.2249 0.1913 -0.1 1.6 -2.8
C -2.3535 -0.5114 -0.2370 0.4 -2.0 0.4
C -1.7297 0.5709 -0.1018 0.2 1.1 0.3
C 3.5633 -0.0330 1.0349 -0.1 -0.5 -3.7
H 1.7433 2.0199 -0.9471 1.0 -2.1 1.7
H 3.8493 -0.8621 0.3899 1.3 0.1 0.0
H 4.1928 0.0051 1.8509 0.6 0.1 2.2
H -3.9364 -2.3390 -1.5870 1.5 -4.1 -0.2
H 4.0584 1.2147 -0.7890 0.7 -0.5 1.0
H -4.4584 0.2526 -0.1463 0.4 -1.8 -0.1
H 3.7261 2.2254 0.5754 0.4 -0.3 0.9
H 1.8871 -0.9865 1.8595 -0.6 0.3 -0.7
H -3.9392 -0.7767 -2.2522 -1.0 -2.2 1.5
H -1.6786 -1.3716 -0.3490 -0.7 -0.1 0.0

---

11.
19
Properties=species:S:1:pos:R:3:forces:R:3 method="wB97M-V/def2-TZVPD" gap_ev="8.128 / 8.814" relative_energy_kcal_mol=0.0 e_homo_ev="-12.9 / -13.2" max_force_ha_per_bohr=0.032 charge=+1
Br 3.1575 -0.6928 0.0742 0.1 0.2 -0.1
F 2.2089 1.6960 0.8515 0.1 0.1 -0.2
N -0.0344 -1.0791 -0.5450 0.4 -0.6 -0.3
C -1.7931 -0.2302 0.8295 0.1 0.1 -0.2
C -0.0393 0.3805 -0.6407 1.0 0.9 0.3
C -0.8731 0.9332 0.4519 -0.2 0.0 0.1
C 1.1512 1.0450 -1.2386 0.8 0.0 0.1
C 2.4098 1.0308 -0.2797 -1.6 -0.5 -0.1
C -0.9160 -1.4595 0.6069 -0.6 -0.1 0.6
H 0.9401 2.0961 -1.4367 -0.1 -0.1 0.0
H -1.4266 1.8180 0.1369 0.1 0.0 0.0
H -0.3637 -1.4926 -1.4260 0.1 0.0 0.2
H -0.2840 -1.6510 1.4765 0.1 0.0 -0.2
H -2.1482 -0.1671 1.8520 0.0 -0.1 0.1
H -0.2485 1.2445 1.3011 0.1 0.0 0.0
H -1.4876 -2.3583 0.3803 0.2 0.0 -0.1
H 0.9374 -1.4328 -0.3927 -0.3 0.1 -0.1
H -2.6568 -0.2490 0.1649 0.0 0.0 0.0
H 1.4664 0.5681 -2.1664 0.0 0.1 0.0

---

12.
18
Properties=species:S:1:pos:R:3:forces:R:3 method="wB97M-V/def2-TZVPD" gap_ev=8.188 relative_energy_kcal_mol=122.7 e_homo_ev=-7.8 max_force_ha_per_bohr=0.088 charge=0
Br -2.3273 0.2070 0.7434 -0.2 -0.1 0.3
N 1.0978 0.4274 0.0869 -2.6 -2.2 -1.2
C 0.7124 -0.6989 0.6336 -0.9 -0.5 -0.9
C -1.6719 -1.2690 -0.3086 0.4 -1.2 0.2
C -2.0625 -2.6009 0.3722 0.1 0.0 -2.5
C 0.3663 2.0643 -1.5490 -1.1 -3.5 0.0
C 0.3599 0.8130 -1.0782 0.3 -0.2 -2.3
C 2.0067 1.3264 0.6633 -2.8 0.3 3.5
H 0.6772 2.7808 -0.9322 1.7 3.1 2.1
H -1.7195 -2.6605 1.4117 -1.0 -0.2 -0.1
H 1.2304 -0.9904 1.5601 0.3 0.5 -0.1
H -0.0968 -0.0312 -1.6697 0.5 0.9 1.2
H 2.6545 1.7199 -0.0041 2.0 1.6 -2.0
H -0.2075 2.3567 -2.3739 -0.6 0.1 -1.2
H 1.3813 2.0222 1.3010 1.1 0.1 -1.0
H -3.1646 -2.6497 0.0167 1.2 0.2 1.5
H -1.6686 -3.4956 -0.2359 0.0 1.5 0.9
H 2.4321 0.6785 1.3627 1.7 -0.4 1.3